Entry 1:
C4H12N2 | ωB97M-V/def2-TZVPD

Geometry as XYZ:
```
18
Properties=species:S:1:pos:R:3:mulliken_charge:R:1
N 1.811 -1.034 -0.248 -0.47
N -1.095 1.470 0.542 -0.59
C 2.551 0.224 -0.177 -0.67
C 1.146 -1.295 0.865 -0.31
C -1.178 0.061 0.210 -0.03
C -2.055 -0.231 -0.995 -1.28
H 3.259 0.243 0.662 0.29
H -1.691 0.274 -1.895 0.30
H -2.101 -1.307 -1.190 0.31
H -3.080 0.115 -0.822 0.38
H 1.875 1.083 -0.075 0.26
H -2.008 1.829 0.812 0.24
H -0.081 -0.378 -0.136 0.05
H -0.809 2.012 -0.270 0.25
H 1.135 -0.625 1.738 0.31
H 3.127 0.350 -1.097 0.26
H 0.733 -2.303 0.994 0.34
H -1.540 -0.489 1.082 0.37
```

## Properties
- Energy relative to the best compared isomer or geometry (same formula, charge and spin): 54.05 kcal per mole
- Max |F|: 4.20 eV Å⁻¹
- LUMO energy: 0.94 eV
- HOMO energy: -8.9 eV
- 2S+1: 1

Entry 2:
C4H12N2 | ωB97M-V/def2-TZVPD

Geometry as XYZ:
```
18
Properties=species:S:1:pos:R:3:mulliken_charge:R:1
N -1.191 -1.204 0.232 -0.60
N 0.453 0.583 -0.358 -0.30
C -0.266 -2.288 0.455 -0.76
C 0.714 1.832 -1.071 -0.89
C -0.903 -0.383 -0.818 -0.54
C 0.031 0.705 1.474 -0.60
H 1.123 1.649 -2.069 0.33
H 0.765 1.492 1.649 0.32
H 1.436 2.447 -0.527 0.32
H -0.223 2.384 -1.151 0.33
H 1.297 0.017 -0.343 0.34
H -0.510 -2.767 1.407 0.24
H -0.976 1.087 1.574 0.30
H 0.792 -1.961 0.510 0.20
H -0.328 -3.061 -0.325 0.32
H -0.862 -0.851 -1.811 0.36
H 0.230 -0.152 2.105 0.30
H -1.582 0.470 -0.931 0.33
```

## Properties
- Energy relative to the best compared isomer or geometry (same formula, charge and spin): 108.94 kcal per mole
- Max |F|: 3.07 eV Å⁻¹
- LUMO energy: 0.72 eV
- HOMO energy: -6.6 eV
- 2S+1: 1

Entry 3:
C4H12N2 | ωB97M-V/def2-TZVPD

Geometry as XYZ:
```
18
Properties=species:S:1:pos:R:3:mulliken_charge:R:1
N -0.482 1.967 -1.828 -0.59
N 0.762 -1.927 1.838 -0.58
C 0.571 -0.525 -0.270 -0.50
C -0.864 -0.021 -0.215 -0.39
C 1.231 -0.786 1.062 -0.71
C -1.038 1.466 -0.568 -0.80
H 0.356 -2.610 1.212 0.25
H -2.099 1.704 -0.546 0.37
H 0.527 1.933 -1.792 0.27
H -1.301 -0.111 0.792 0.26
H -1.583 -0.651 -0.745 0.38
H 0.000 -1.679 2.463 0.27
H 1.251 0.095 1.715 0.31
H -0.548 2.058 0.211 0.33
H 0.515 -1.518 -0.739 0.20
H -0.793 1.412 -2.599 0.23
H 2.308 -0.920 0.911 0.30
H 1.185 0.111 -0.903 0.38
```

## Properties
- Energy relative to the best compared isomer or geometry (same formula, charge and spin): 13.98 kcal per mole
- Max |F|: 1.68 eV Å⁻¹
- LUMO energy: 1.07 eV
- HOMO energy: -9.3 eV
- 2S+1: 1

Entry 4:
C4H12N2 | ωB97M-V/def2-TZVPD

Geometry as XYZ:
```
18
Properties=species:S:1:pos:R:3:mulliken_spin:R:1
N 1.145 1.291 -1.713 0.00
N -0.538 -0.961 1.943 0.46
C 1.073 0.177 -2.662 0.00
C -1.791 -2.497 3.326 0.41
C -0.691 -1.691 3.169 0.10
C 0.480 2.497 -1.875 0.00
H 0.116 -1.510 3.877 0.00
H -1.268 -1.129 1.285 -0.01
H 1.096 3.335 -2.215 0.00
H 2.154 1.490 -1.519 0.00
H -2.603 -2.463 2.666 0.03
H -1.930 -3.002 4.219 0.03
H -0.200 2.642 -0.999 0.00
H -0.038 -0.154 1.800 -0.02
H -0.327 2.463 -2.663 0.00
H 1.787 -0.581 -2.177 0.00
H 1.374 0.523 -3.734 0.00
H 0.159 -0.431 -2.727 0.00
```

## Properties
- Energy relative to the best compared isomer or geometry (same formula, charge and spin): 45.74 kcal per mole
- Total charge: +1
- Max |F|: 6.68 eV Å⁻¹
- LUMO energy (alpha / beta): -4.41 / -8.19 eV
- HOMO energy (alpha / beta): -11.1 / -11.1 eV
- 2S+1: 2

Entry 5:
C4H12N2 | ωB97M-V/def2-TZVPD

Geometry as XYZ:
```
18
Properties=species:S:1:pos:R:3:mulliken_charge:R:1
N 1.496 1.167 2.424 -0.42
N -1.743 -0.311 -0.872 0.04
C 1.788 0.502 0.099 -0.32
C -2.555 -1.264 -1.395 -0.55
C -0.521 -0.585 -0.261 -0.48
C 0.403 0.704 -0.433 -0.60
H -2.251 -1.166 -2.483 0.40
H -0.711 -0.639 0.822 0.38
H 2.310 1.542 2.921 0.32
H 2.427 -0.361 -0.075 0.47
H 1.795 0.804 1.294 0.14
H 0.416 0.855 -1.529 0.42
H -0.031 1.623 -0.025 0.37
H 2.370 1.356 -0.293 0.38
H 0.914 0.524 2.965 0.30
H -3.628 -1.009 -1.422 0.34
H 0.095 -1.410 -0.625 0.46
H -2.574 -2.331 -1.110 0.34
```

## Properties
- Energy relative to the best compared isomer or geometry (same formula, charge and spin): 211.11 kcal per mole
- Total charge: +2
- Max |F|: 4.22 eV Å⁻¹
- LUMO energy: -12.15 eV
- HOMO energy: -20.2 eV
- 2S+1: 1

Entry 6:
C4H12N2 | ωB97M-V/def2-TZVPD

Geometry as XYZ:
```
18
Properties=species:S:1:pos:R:3:mulliken_charge:R:1
N 1.786 -0.906 0.509 -0.28
N -2.347 0.838 0.764 -0.33
C 1.572 -0.535 -1.855 -1.02
C -0.990 0.081 0.822 -0.77
C -0.152 0.547 -0.373 -0.49
C 1.044 -0.333 -0.660 0.27
H -2.312 1.850 0.918 0.36
H 2.200 -1.793 0.206 0.41
H 2.613 -0.816 -1.994 0.33
H 1.285 -1.205 1.337 0.36
H -2.592 0.742 -0.224 0.36
H -0.742 0.465 -1.290 0.51
H -1.207 -0.971 0.965 0.47
H 2.593 -0.322 0.758 0.38
H -3.156 0.511 1.295 0.37
H -0.650 0.419 1.804 0.38
H 1.079 -0.191 -2.754 0.32
H -0.024 1.622 -0.228 0.39
```

## Properties
- Energy relative to the best compared isomer or geometry (same formula, charge and spin): 22.54 kcal per mole
- Total charge: +2
- Max |F|: 2.34 eV Å⁻¹
- LUMO energy: -7.09 eV
- HOMO energy: -18.9 eV
- 2S+1: 1